57
Properties=species:S:1:pos:R:3:forces:R:3 method="wB97M-V/def2-TZVPD" fmax_ev_per_a=0.91 charge=-1 energy_ev=-50802.3873 orbital_gap_ev=5.62
S -4.196 -4.147 -1.331 -0.04 0.04 -0.17
Si 1.184 4.929 2.510 -0.08 0.09 -0.27
Si -0.458 2.781 1.195 0.07 0.22 -0.17
O -0.771 -0.700 -2.272 -0.09 0.30 0.14
O -0.902 -1.396 -0.131 0.20 -0.43 0.04
O 1.389 -1.484 -2.675 0.03 -0.04 -0.16
N -2.573 -1.958 -1.640 0.13 -0.10 0.89
N 0.292 4.257 1.287 0.00 -0.19 0.26
C 1.783 6.664 2.017 0.07 0.00 0.14
C -3.026 -5.441 -1.820 0.13 -0.06 0.03
C -1.357 -1.355 -1.233 -0.29 0.13 -0.41
C -1.827 2.483 2.490 -0.03 -0.13 -0.05
C -3.122 -2.877 -0.633 -0.28 0.12 0.05
C 0.673 1.258 1.324 -0.15 -0.01 0.04
C 2.574 -3.595 -2.459 -0.19 -0.20 0.23
C -1.338 2.593 -0.480 -0.06 -0.13 0.05
C 2.770 3.981 2.981 0.03 0.09 0.12
C 3.269 -4.509 -1.433 0.00 0.07 0.00
C 0.085 -1.459 -3.119 -0.07 -0.15 -0.03
C -1.784 -4.976 -2.563 0.01 0.01 0.08
C 1.734 -2.527 -1.773 0.04 -0.02 0.10
C 0.256 5.184 4.156 0.13 0.05 0.07
H 0.819 5.818 4.851 0.00 0.00 0.00
H 2.398 6.603 1.116 -0.03 0.01 -0.02
H -1.111 -5.822 -2.719 -0.04 -0.01 -0.08
H 1.906 -4.206 -3.073 0.11 0.13 -0.23
H 1.535 1.368 0.661 0.01 0.00 0.01
H -0.324 -2.472 -3.228 -0.03 0.03 0.02
H 2.535 3.047 3.500 -0.01 -0.02 -0.05
H -2.428 1.598 2.253 0.01 0.00 0.00
H 2.377 7.140 2.805 0.00 0.01 -0.01
H 1.041 1.120 2.346 0.04 0.05 -0.02
H -2.732 -6.006 -0.933 -0.05 0.03 0.03
H 3.057 -4.183 -0.412 0.01 -0.01 0.00
H 0.071 -0.947 -4.077 0.01 0.09 0.03
H -1.238 -4.239 -1.975 0.01 -0.01 -0.04
H 2.932 -5.542 -1.515 0.03 -0.01 0.00
H -0.709 5.662 3.965 -0.01 -0.02 0.01
H -2.313 -3.330 -0.066 0.03 0.02 -0.04
H 3.421 4.569 3.638 0.00 0.00 0.00
H 0.130 0.354 1.037 0.09 0.00 0.03
H -0.614 2.664 -1.296 -0.01 0.02 -0.01
H -3.618 -6.106 -2.451 0.00 -0.05 0.04
H -2.495 3.348 2.530 0.00 0.01 0.02
H 4.352 -4.499 -1.552 -0.01 -0.03 0.00
H 3.332 3.734 2.077 0.00 -0.02 0.00
H 0.067 4.231 4.659 -0.04 -0.01 -0.04
H -1.853 1.629 -0.569 0.00 0.01 0.00
H 0.834 -2.981 -1.345 0.04 0.05 0.05
H -1.405 2.335 3.489 0.01 0.06 0.00
H 2.282 -2.074 -0.945 0.01 0.06 -0.03
H -2.077 3.389 -0.607 0.02 0.02 -0.02
H -3.764 -2.358 0.083 0.13 0.03 0.07
H 0.926 7.307 1.801 0.00 0.00 -0.04
H 3.294 -3.105 -3.114 -0.02 -0.01 0.00
H -3.251 -1.220 -1.809 0.14 -0.08 -0.67
H -2.032 -4.529 -3.525 0.00 0.04 0.01

60
Properties=species:S:1:pos:R:3:forces:R:3 method="wB97M-V/def2-TZVPD" fmax_ev_per_a=1.89 energy_ev=-80983.5397 e_above_lowest_kj_mol=0.0 orbital_gap_ev=7.79
S -1.973 -1.618 -2.422 -1.36 0.37 0.19
S -0.378 -5.976 0.279 -0.64 -1.29 -0.63
S 0.888 -0.458 0.677 -0.32 -0.63 0.08
S 0.421 3.827 3.158 0.80 0.88 -0.39
S 2.876 3.888 -4.755 0.34 -0.61 -0.13
O -2.626 -2.949 -2.242 0.53 -0.08 -0.26
O 0.838 5.068 2.410 -0.62 -0.69 0.37
O 1.762 4.187 -5.699 0.17 0.30 0.65
O 0.828 -1.916 0.276 -0.16 1.07 -0.05
O -1.386 -6.052 1.411 0.85 0.72 -0.44
N -2.158 -3.438 2.230 1.13 -0.04 1.43
C -2.666 -1.333 2.596 0.64 -0.03 0.34
C 2.011 3.274 3.908 0.27 0.16 0.98
C -3.509 -3.358 2.109 0.49 0.20 -1.38
C 0.742 0.550 -0.805 -0.08 -0.73 -1.60
C 2.529 4.550 -3.099 -0.81 0.92 -0.34
C 2.605 -0.257 1.146 -0.06 -0.23 0.06
C -2.698 -0.647 -1.065 -0.85 0.64 -0.88
C 1.163 -5.210 0.832 -1.02 -0.18 0.40
C -0.934 -4.817 -0.997 0.56 0.23 0.58
C 4.270 4.986 -5.148 0.32 -1.29 -0.04
C -3.012 -0.879 -3.737 -0.26 0.61 0.30
C -1.640 -2.260 2.687 -0.97 0.56 -1.30
C -3.852 -2.021 2.211 0.22 -0.12 0.57
C -0.469 4.362 4.681 1.73 -0.71 -0.27
H -0.595 -2.119 2.900 0.06 -0.11 -0.08
H -2.540 -1.071 -4.696 -0.27 -0.25 -0.07
H -3.712 -1.046 -0.982 0.30 -0.63 0.53
H 3.442 4.843 -2.586 0.06 -0.20 0.00
H 1.772 -6.037 1.186 0.22 0.08 -0.17
H -2.498 -0.280 2.767 -0.38 0.03 0.13
H 4.152 6.004 -4.797 -0.01 0.14 -0.35
H 3.194 -0.966 0.566 -0.04 0.06 -0.12
H -4.817 -1.560 2.081 -0.12 -0.20 0.06
H -1.857 -5.180 -1.433 -0.04 -0.13 0.11
H 1.961 3.044 4.978 -0.52 -0.51 -0.18
H -0.312 0.755 -0.998 0.00 0.23 0.47
H 2.767 4.065 3.927 -0.51 0.44 -0.62
H 1.566 -4.675 -0.021 0.29 0.19 0.24
H -0.627 3.445 5.250 -0.35 0.07 0.03
H -2.958 0.362 -1.400 0.85 0.22 0.11
H 4.446 4.802 -6.209 -0.51 0.77 -0.20
H -3.253 0.186 -3.661 0.78 0.11 0.17
H 0.997 -0.108 -1.645 0.25 -0.12 0.18
H 3.007 0.750 1.066 -0.17 0.09 0.13
H 1.336 1.450 -0.953 0.06 0.07 0.73
H -1.068 -3.800 -0.641 -0.07 -0.06 0.30
H 1.895 3.914 -2.485 0.32 -0.48 -0.19
H -1.375 4.904 4.447 0.02 0.02 -0.14
H -1.562 -4.236 2.015 -0.81 -0.44 0.31
H -0.146 -4.794 -1.752 -0.04 -0.16 -0.04
H 1.905 5.435 -3.264 0.27 0.16 -0.06
H 2.540 -0.613 2.175 0.53 0.19 0.08
H 5.167 4.492 -4.760 -0.15 0.29 0.68
H -3.997 -1.323 -3.592 0.22 -0.62 -0.31
H 2.452 2.448 3.357 -0.35 -0.15 -0.05
H 0.894 -4.595 1.691 0.26 0.43 -0.23
H -3.996 -4.267 1.795 -0.45 0.26 -0.01
H -2.117 -0.668 -0.149 -0.12 -0.23 0.08
H 0.305 4.939 5.186 -0.46 0.43 0.23

61
Properties=species:S:1:pos:R:3:forces:R:3 method="wB97M-V/def2-TZVPD" fmax_ev_per_a=6.28 energy_ev=-46895.5081 orbital_gap_ev=9.20
P 0.894 0.199 -0.415 0.67 -4.54 4.28
O 5.865 3.868 2.988 -0.06 0.15 0.12
O -0.898 2.834 -4.342 0.70 -0.63 0.60
O -4.620 0.411 -3.079 0.13 0.01 0.19
O -1.697 -5.745 4.005 -0.04 0.07 0.04
O -0.537 -0.594 -0.937 2.64 1.94 -0.87
O -2.351 -0.385 2.633 -0.15 0.39 -0.11
O 2.211 -0.017 -1.468 -3.36 1.24 0.12
O 2.419 3.467 -0.719 -1.46 -2.96 2.19
O 3.904 2.467 0.715 -4.71 0.40 -0.14
O 1.280 -0.497 0.908 -1.09 2.23 -3.88
O 1.516 2.252 1.092 1.81 0.31 -1.90
C -4.616 0.829 -5.454 0.11 0.03 -0.14
C -0.646 2.422 -2.953 0.25 0.74 -0.74
C -4.605 -0.217 -4.356 -0.30 0.33 -0.06
C 0.744 3.102 -2.534 -0.13 0.06 0.46
C -1.692 -8.125 3.617 -0.08 -0.15 -0.07
C 6.971 3.006 3.223 -0.24 -0.06 -0.36
C 0.529 2.017 0.017 1.57 1.15 -0.33
C -1.316 -6.757 3.082 0.10 -0.14 0.40
C -2.168 -2.762 3.009 -0.05 -0.01 -0.20
C 2.717 2.661 0.428 2.85 0.82 -0.06
C 7.750 2.792 1.940 0.17 -0.04 -0.08
C -1.674 -1.568 2.215 0.08 -0.19 0.51
C 1.020 3.183 -0.957 -2.20 1.44 -1.38
C -1.909 2.933 -2.112 0.85 -0.78 -0.40
H 1.616 2.576 -3.051 -1.08 0.67 0.65
H -1.869 -1.710 1.150 -0.03 0.21 0.09
H -4.599 0.359 -6.441 -0.04 0.07 0.01
H -1.198 -8.315 4.574 0.08 -0.03 -0.10
H 8.607 2.134 2.109 -0.03 0.01 -0.06
H 0.703 4.191 -2.911 0.13 -1.74 0.48
H 7.113 2.348 1.170 0.03 -0.08 0.09
H -1.234 -5.917 4.835 -0.11 0.06 -0.17
H 0.426 4.096 -0.619 0.79 -1.10 -0.21
H -5.507 1.459 -5.380 -0.03 -0.11 -0.07
H -1.409 -8.911 2.913 0.00 -0.01 0.08
H -0.522 2.182 0.425 1.55 -0.49 -0.58
H 5.305 3.448 2.322 0.04 0.04 0.08
H 7.604 3.469 3.982 -0.17 0.07 -0.02
H -2.848 2.754 -2.736 1.34 0.36 0.90
H -0.150 2.533 -4.908 -0.72 0.31 0.66
H -1.747 4.044 -1.873 -0.47 -1.68 -0.27
H 8.109 3.746 1.546 0.01 -0.05 0.11
H -1.828 -6.562 2.137 0.00 0.15 0.14
H -3.246 -2.892 2.876 0.08 -0.02 -0.06
H -5.423 0.944 -3.025 0.17 -0.13 0.03
H -0.237 -6.688 2.910 0.00 -0.11 -0.18
H -3.749 1.489 -5.363 0.00 -0.11 -0.01
H -0.619 -0.570 -1.916 -0.21 -0.09 0.71
H -0.531 1.284 -2.993 -0.36 1.34 0.48
H -3.704 -0.830 -4.421 -0.06 0.05 0.19
H -1.995 -2.614 4.079 0.12 -0.09 -0.05
H -2.769 -8.183 3.797 0.07 0.03 -0.10
H -1.662 -3.676 2.695 -0.05 0.06 0.15
H -2.167 -0.261 3.573 -0.02 -0.04 -0.21
H -1.981 2.278 -1.178 -0.08 1.17 -1.15
H -5.476 -0.874 -4.435 0.09 -0.11 -0.15
H -0.599 -1.424 2.353 0.01 -0.14 -0.19
H 6.598 2.055 3.617 0.18 -0.07 0.06
H 1.897 0.260 -2.362 0.72 -0.22 0.45

66
Properties=species:S:1:pos:R:3:forces:R:3 method="wB97M-V/def2-TZVPD" fmax_ev_per_a=5.73 energy_ev=-44263.5550 e_above_lowest_kj_mol=0.0 orbital_gap_ev=4.24
Ba 19.193 17.905 13.470 0.43 -0.24 -0.65
O 20.217 20.204 11.213 1.87 0.19 -1.49
O 16.038 16.624 13.121 0.16 1.45 -0.80
O 19.726 12.127 15.368 -1.11 -0.67 1.41
O 20.835 11.814 13.565 0.30 -2.34 -1.35
O 20.916 13.653 14.489 0.77 3.85 0.89
O 17.830 16.711 17.724 0.72 0.33 -0.72
O 22.264 14.841 9.696 2.57 0.25 0.14
O 22.227 19.169 15.138 -0.03 0.88 -0.89
O 20.315 15.508 10.014 -3.42 3.91 2.42
O 20.608 13.802 8.871 -0.61 -1.86 -1.48
O 17.533 21.255 14.473 1.81 0.10 0.91
N 21.069 14.715 9.520 1.18 -1.58 -0.67
N 22.673 18.965 12.333 -0.75 -0.99 1.72
N 15.569 19.395 13.723 -0.23 0.60 0.13
N 20.493 12.509 14.493 -0.24 -0.25 -0.80
C 22.638 20.344 11.908 -0.42 -1.09 -0.48
C 21.623 20.522 10.750 0.49 -0.30 1.23
C 14.627 18.598 12.929 0.28 -0.32 -0.28
C 18.171 21.889 15.585 1.21 0.50 -0.82
C 16.220 21.649 14.527 -1.80 -1.49 -0.91
C 22.075 19.662 16.449 -0.10 -0.14 0.47
C 15.406 20.836 13.463 0.89 0.72 0.65
C 23.697 18.529 13.340 -1.72 -2.29 -0.56
C 17.625 15.511 18.470 0.03 0.83 1.18
C 23.590 19.159 14.688 0.15 -0.09 -0.11
C 19.322 20.784 10.245 0.04 1.30 0.24
C 16.181 15.274 12.741 -0.90 -1.48 0.32
C 14.689 17.097 13.233 -0.27 0.80 -0.33
C 16.316 14.930 18.137 -1.58 -1.02 -0.14
H 21.794 21.568 10.498 -0.98 0.26 -0.22
H 19.713 21.025 9.256 0.70 -0.90 -0.10
H 18.404 20.223 10.071 0.10 -0.12 0.53
H 22.273 21.043 12.660 0.48 -0.13 0.47
H 13.606 18.967 13.029 -0.37 -0.16 0.42
H 24.750 18.432 13.074 0.19 0.84 -0.58
H 23.695 20.441 11.659 -0.09 1.78 -0.77
H 22.683 18.395 11.499 0.30 -0.49 0.13
H 15.739 21.049 12.448 -0.23 0.31 0.01
H 23.458 17.482 13.529 -0.22 -0.29 -0.39
H 19.223 21.603 15.613 -0.07 -0.38 0.05
H 16.087 22.730 14.482 0.00 0.16 -0.47
H 21.035 19.902 16.674 -0.27 -0.16 -0.43
H 16.012 14.744 13.678 0.13 -0.85 -0.42
H 14.372 21.114 13.665 -0.31 0.25 -0.65
H 15.483 15.633 18.119 0.29 0.67 -0.38
H 15.172 19.430 14.651 0.26 -1.12 0.69
H 18.440 14.797 18.356 0.07 0.32 -0.40
H 13.984 16.675 12.517 0.46 -0.57 -0.44
H 17.082 14.933 12.230 0.96 0.95 0.69
H 14.193 16.878 14.178 0.64 -0.14 0.58
H 24.150 20.077 14.516 -0.87 1.16 1.06
H 15.868 21.350 15.514 -0.63 -0.01 0.28
H 17.304 17.381 18.167 -0.01 0.03 -0.08
H 22.347 18.874 17.151 0.37 0.20 0.28
H 18.208 22.961 15.389 -0.22 0.25 0.17
H 21.872 19.940 9.863 -0.27 -0.32 0.10
H 17.703 21.729 16.556 -0.23 -0.35 -0.11
H 17.600 15.826 19.513 0.26 -0.25 0.32
H 15.936 14.296 18.937 0.48 -0.70 -0.10
H 15.511 14.939 11.950 -0.91 0.35 0.30
H 24.154 18.573 15.414 0.27 -0.10 -0.09
H 19.162 21.803 10.599 -0.85 0.04 0.26
H 16.354 14.396 17.187 -0.20 -0.12 0.09
H 22.609 20.597 16.621 0.38 -0.13 0.00
H 14.786 18.718 11.857 0.66 0.16 -0.05

70
Properties=species:S:1:pos:R:3:forces:R:3 method="wB97M-V/def2-TZVPD" fmax_ev_per_a=3.14 charge=+1 energy_ev=-80477.9336 orbital_gap_ev=5.38
S -0.959 -0.393 -0.769 -2.22 -0.16 -0.44
S 1.515 0.580 -0.076 0.55 0.54 -1.42
Mg 1.781 -1.849 -1.758 0.69 0.03 -0.33
F 1.908 -1.250 1.734 -0.11 0.12 0.14
F -2.588 0.544 -2.566 -0.47 -0.15 -0.13
F 2.578 0.748 2.267 -0.18 -0.05 0.16
F -0.724 1.601 -2.456 0.04 -0.20 -0.12
F 0.458 0.272 2.327 0.27 -0.19 0.03
F -0.773 -0.395 -3.331 -0.10 0.03 -0.23
O 5.293 0.978 3.603 0.21 0.41 -0.27
O -1.894 2.192 3.051 0.15 -0.32 0.34
O -1.697 -1.603 -0.826 0.70 -1.22 -0.39
O 2.742 -1.000 -6.208 -0.09 0.22 0.03
O 0.748 -3.474 -1.711 -0.04 -0.77 -0.23
O -0.338 -0.032 6.859 -0.34 -0.15 -0.31
O -6.643 -2.009 0.658 0.28 -0.18 0.04
O 0.975 1.879 -0.187 -0.65 0.13 0.61
O -1.368 0.548 0.202 0.72 0.48 0.68
O 2.815 0.441 -0.693 0.58 -1.77 0.11
N 0.655 -0.657 -0.849 -0.96 2.27 1.95
C 0.360 -4.421 -2.782 0.34 0.06 -1.01
C -1.938 1.794 6.538 -0.94 0.64 0.40
C 2.360 0.378 -6.429 0.15 -0.42 0.36
C -5.832 -2.052 -0.505 -0.32 0.55 -0.59
C -1.307 0.411 -2.383 1.02 0.26 0.06
C -4.857 -0.885 -0.555 -0.52 0.45 0.31
C -1.931 3.585 1.072 -0.23 0.60 -0.99
C -0.759 1.049 6.016 1.59 0.09 -0.03
C 0.853 0.508 -6.371 -0.07 -0.54 -0.69
C 6.250 1.383 2.617 -0.07 -0.08 -0.01
C 5.603 1.846 1.317 -0.10 0.69 -0.30
C -2.704 2.679 2.004 0.06 0.12 -0.57
C 1.491 -5.402 -3.016 0.17 -0.12 0.95
C 1.608 0.053 1.729 0.14 -0.02 -0.57
H -0.476 0.218 7.777 0.00 0.09 -0.03
H -1.349 3.026 0.337 0.13 -0.18 0.25
H -0.854 0.663 5.001 -0.59 -0.31 0.17
H 5.565 2.939 1.245 0.21 -0.06 0.07
H -4.237 -0.868 -1.445 0.13 -0.31 0.00
H 2.441 -4.868 -3.126 -0.08 0.02 -0.19
H -0.597 -4.857 -2.513 0.07 -0.13 0.23
H 4.559 1.560 1.224 0.11 -0.48 0.07
H -3.120 1.870 1.387 0.01 -0.11 0.25
H -4.262 -0.832 0.356 0.20 -0.13 -0.11
H 6.901 0.531 2.438 -0.09 -0.12 0.08
H -5.441 0.045 -0.595 0.04 -0.07 0.04
H -6.486 -1.977 -1.387 0.13 -0.20 -0.04
H 6.877 2.188 3.010 0.06 -0.10 0.08
H -1.257 4.302 1.542 -0.14 -0.11 0.37
H 2.701 -1.440 -7.062 0.01 -0.14 0.07
H 0.467 -3.878 -0.878 -0.02 0.32 0.14
H -2.269 2.603 5.882 0.24 -0.16 -0.23
H 1.602 -6.038 -2.132 0.02 -0.03 -0.12
H 6.154 1.492 0.446 -0.06 -0.03 -0.03
H 2.754 0.691 -7.396 -0.02 0.23 0.06
H 1.376 -6.064 -3.869 -0.31 0.18 -0.15
H -2.624 4.171 0.454 -0.02 -0.02 0.18
H 0.478 1.517 -6.525 0.13 0.11 0.15
H 0.464 -0.106 -7.194 -0.16 0.15 0.08
H 0.178 -3.819 -3.674 0.03 0.17 0.14
H 4.905 1.805 3.908 -0.19 -0.19 0.26
H -3.557 3.184 2.453 0.14 0.12 0.21
H 2.866 0.934 -5.640 -0.05 0.15 -0.09
H -2.822 1.177 6.717 0.19 -0.23 -0.11
H -5.330 -3.015 -0.557 -0.01 -0.07 0.29
H 0.444 0.074 -5.461 0.08 0.20 0.16
H -7.057 -1.141 0.678 -0.07 -0.05 0.09
H -1.710 2.290 7.490 0.15 -0.18 -0.03
H 0.112 1.721 5.919 -0.30 0.20 0.14
H -1.075 1.853 2.671 -0.22 0.09 -0.03

59
Properties=species:S:1:pos:R:3:forces:R:3 method="wB97M-V/def2-TZVPD" fmax_ev_per_a=2.28 charge=+1 energy_ev=-31012.9437 e_above_lowest_kj_mol=224.6 orbital_gap_ev=8.20
Rb -10.801 -6.825 18.689 0.08 -0.07 0.02
O -11.482 -13.004 19.507 0.22 -0.02 0.52
O -9.081 -4.277 15.733 0.14 -0.65 -0.33
O -6.593 -10.158 21.971 -1.44 1.28 -0.77
O -15.577 -4.890 24.026 0.53 0.75 -0.53
O -10.856 -6.653 14.777 -0.04 -0.77 1.02
O -10.238 -5.009 22.346 0.45 -1.98 -0.14
N -9.341 -10.778 19.393 0.91 0.57 0.54
N -12.960 -5.714 22.613 -1.19 0.53 -0.96
C -10.097 -13.190 19.202 0.28 0.64 -1.53
C -14.365 -4.086 23.920 -0.61 -0.19 0.06
C -6.347 -9.164 22.967 0.36 -0.15 -0.03
C -12.024 -6.071 23.661 1.23 0.89 -1.13
C -9.279 -4.777 14.381 -1.37 0.98 0.95
C -13.539 -4.342 22.623 -0.27 -0.59 1.62
C -9.284 -3.983 22.158 -1.21 1.35 1.38
C -8.068 -10.905 20.173 -0.79 -0.96 0.57
C -9.528 -11.902 18.485 -1.70 -1.00 0.37
C -12.201 -14.197 19.901 -0.13 0.96 -0.35
C -16.124 -4.846 25.348 0.26 -0.92 -0.42
C -7.823 -9.832 21.253 0.81 -0.50 -0.79
C -10.714 -5.377 14.240 1.30 0.45 -1.27
C -10.811 -5.105 23.653 -1.24 0.47 0.17
H -13.807 -4.321 24.827 0.54 0.10 -0.03
H -9.236 -3.939 13.685 0.17 0.08 -0.13
H -7.236 -10.938 19.469 0.04 0.26 0.08
H -7.776 -8.932 20.641 0.65 0.71 0.34
H -14.177 -4.130 21.765 -0.07 -0.61 -0.13
H -8.098 -11.876 20.669 0.36 -0.20 0.17
H -13.768 -6.308 22.738 -0.13 -0.34 -0.23
H -8.529 -3.952 22.943 0.25 -0.26 -0.11
H -9.582 -3.466 15.848 -0.02 0.10 -0.18
H -8.622 -9.647 21.971 -0.32 -0.52 0.06
H -5.367 -9.367 23.399 -0.23 -0.28 0.17
H -12.463 -14.779 19.017 0.66 -0.50 0.01
H -10.946 -5.493 13.182 0.05 0.54 -0.34
H -10.090 -10.977 20.040 -0.27 0.59 0.49
H -13.187 -13.909 20.266 0.18 0.50 0.22
H -11.704 -14.728 20.713 0.19 -0.26 -0.32
H -8.833 -3.866 21.172 -0.20 -0.93 -0.07
H -7.133 -9.145 23.722 -0.01 -0.32 0.24
H -15.442 -5.407 25.987 0.17 0.35 0.49
H -11.463 -4.696 14.642 0.14 -0.04 0.32
H -10.370 -11.669 17.833 0.06 0.32 -0.30
H -11.614 -7.042 23.384 -0.17 -0.26 0.23
H -8.428 -5.427 14.175 -0.39 -0.32 0.01
H -14.631 -3.031 23.978 -0.11 0.20 -0.03
H -16.345 -3.850 25.732 0.29 0.17 -0.14
H -12.744 -3.601 22.539 0.08 0.00 0.30
H -12.476 -6.128 24.651 0.23 0.11 0.27
H -10.208 -5.404 24.510 1.00 -0.22 -0.49
H -10.012 -13.914 18.392 0.09 -0.73 0.35
H -17.048 -5.424 25.374 -0.06 0.12 -0.41
H -9.480 -13.439 20.066 -0.21 -0.34 0.17
H -9.909 -3.100 22.293 0.46 0.82 0.00
H -11.155 -4.109 23.932 -0.14 0.33 0.02
H -8.696 -12.143 17.823 0.30 0.11 0.44
H -6.281 -8.137 22.608 -0.09 0.06 -0.66
H -10.428 -7.225 14.135 -0.06 -0.42 0.22